Run i
A molecular structure, C37H27BaCl2N5O6PSSe2, computed with ωB97M-V with the def2-TZVPD basis set.

```
! RIJCOSX wB97M-V def2-TZVPD def2/J DEFGRID3
* xyz -1 1
Ba 0.2386 -0.2415 0.1988
C 1.1966 -2.8981 3.5544
C 2.1946 -2.5754 2.4917
N 1.9954 -1.7468 1.4885
C 3.1832 -1.7472 0.7521
C 4.0783 -2.5892 1.3334
N 3.4429 -3.0947 2.4333
C 5.4646 -3.0594 1.0789
O 6.0368 -2.6315 -0.0216
O 5.9798 -3.8180 1.8727
C 3.3473 -0.8954 -0.4804
O 4.4263 -0.9860 -1.0870
O 2.3457 -0.1647 -0.7704
H 0.2729 -2.3617 3.3342
H 1.5518 -2.5979 4.5429
H 0.9767 -3.9678 3.5915
H 3.8863 -3.7511 3.0578
H 5.3924 -2.0686 -0.5057
Cl -3.4704 -7.2331 0.4701
C -2.7660 -5.6218 0.6329
C -3.0865 -4.8443 1.7536
C -2.5670 -3.5874 1.9229
Cl -2.9942 -2.6564 3.3379
C -1.6768 -3.0126 0.9687
O -1.1811 -1.8358 1.1074
C -1.3738 -3.8317 -0.1494
C -0.4887 -3.3876 -1.2476
O 0.0718 -2.3114 -1.3280
C -1.9164 -5.1155 -0.3078
H -3.7598 -5.2404 2.5047
H -0.3489 -4.1186 -2.0597
H -1.6584 -5.7022 -1.1846
N -2.7326 1.1902 -3.7784
C -3.9721 0.5524 -4.0244
C -4.8870 1.0617 -4.9322
C -6.0836 0.3926 -5.1638
C -6.3854 -0.7671 -4.4581
C -5.4733 -1.2476 -3.5251
C -4.2568 -0.6102 -3.3263
S -3.0752 -1.2637 -2.2294
N -2.1788 0.1262 -1.7336
C -2.0951 1.1089 -2.5447
C -1.2892 2.3412 -2.1543
C -1.8757 3.5912 -2.2640
C -1.1608 4.6940 -1.8184
C 0.1117 4.5146 -1.3212
C 0.6243 3.2261 -1.2650
N -0.0627 2.1420 -1.6470
H -2.5755 2.0598 -4.2629
H -4.6573 1.9774 -5.4695
H -6.7871 0.7837 -5.8884
H -7.3191 -1.2916 -4.6196
H -5.7041 -2.1386 -2.9482
H -2.8922 3.6921 -2.6282
H -1.6031 5.6836 -1.8436
H 0.7040 5.3425 -0.9495
H 1.6077 3.0428 -0.8486
Se -1.9138 2.0131 1.6804
P -0.1616 2.8081 2.6423
Se 1.7730 2.0679 2.0274
C -0.3516 2.5951 4.4559
C 0.5615 1.8879 5.2247
C 0.3638 1.7421 6.6017
C -0.7402 2.3082 7.2186
C -1.6625 3.0228 6.4516
C -1.4697 3.1571 5.0856
C -0.1423 4.6443 2.5117
C 0.9014 5.3769 3.0912
C 0.9354 6.7602 2.9935
C -0.0682 7.4399 2.3002
C -1.0979 6.7206 1.7130
C -1.1356 5.3258 1.8196
H 1.4286 1.4580 4.7367
H 1.0834 1.1831 7.1891
H -0.8882 2.1944 8.2866
H -2.5324 3.4669 6.9221
H -2.2048 3.6932 4.4940
H 1.7030 4.8588 3.6073
H 1.7485 7.3129 3.4501
H -0.0373 8.5207 2.2185
H -1.8798 7.2395 1.1698
H -1.9290 4.7459 1.3585
*
```

Summary:
Lowest unoccupied orbital energy: 1.979 eV
HOMO energy: -5.1836 eV

***

Run ii
A molecular structure, C37H27BaCl2N5O6PSSe2, computed with ωB97M-V with the def2-TZVPD basis set.

```
! RIJCOSX wB97M-V def2-TZVPD def2/J DEFGRID3
* xyz -1 1
Ba -0.5041 0.4145 1.4494
C 3.5141 1.8040 0.1891
C 3.2516 1.3329 1.5765
N 2.1096 0.8403 1.9993
C 2.2768 0.5117 3.3303
C 3.5649 0.8257 3.7038
N 4.1582 1.3338 2.5712
C 4.4136 0.7386 4.9170
O 3.8544 0.3052 6.0125
O 5.5748 1.0989 4.8546
C 1.1913 -0.1758 4.1463
O 1.4537 -0.4400 5.3409
O 0.1241 -0.4344 3.5468
H 2.6131 1.6639 -0.4064
H 4.3344 1.2470 -0.2664
H 3.7660 2.8661 0.1754
H 5.1158 1.6465 2.5581
H 2.8566 0.1144 5.8353
Cl -6.1496 5.7138 3.0654
C -5.1181 4.3875 2.6027
C -5.6601 3.3313 1.8637
C -4.8657 2.2808 1.4945
Cl -5.5543 0.9859 0.5664
C -3.4725 2.1875 1.8257
O -2.7666 1.2061 1.4702
C -2.9634 3.3049 2.5755
C -1.5758 3.4107 2.9821
O -0.6714 2.6177 2.7757
C -3.7935 4.3741 2.9483
H -6.7035 3.3438 1.5797
H -1.3478 4.3367 3.5454
H -3.3719 5.1973 3.5129
N 0.6689 -4.5335 1.7157
C 1.9824 -5.0045 1.5764
C 2.2598 -6.3622 1.5399
C 3.5728 -6.7987 1.4210
C 4.6016 -5.8808 1.3003
C 4.3182 -4.5208 1.3038
C 3.0163 -4.0758 1.4700
S 2.6484 -2.3590 1.6006
N 1.0309 -2.2828 1.0789
C 0.2766 -3.3001 1.2129
C -1.1498 -3.2300 0.7531
C -1.7047 -4.2988 0.0577
C -3.0144 -4.1932 -0.3833
C -3.7134 -3.0311 -0.1204
C -3.0723 -1.9949 0.5480
N -1.8218 -2.1053 0.9887
H -0.0537 -5.2300 1.7812
H 1.4479 -7.0765 1.6204
H 3.7851 -7.8598 1.4161
H 5.6254 -6.2162 1.1999
H 5.1152 -3.7954 1.1962
H -1.1156 -5.1779 -0.1678
H -3.4726 -5.0020 -0.9376
H -4.7360 -2.9020 -0.4482
H -3.5679 -1.0501 0.7475
Se -0.3217 -0.8343 -1.9943
P -0.4273 1.2430 -2.5148
Se -0.4429 2.6929 -0.9242
C 0.9379 1.6490 -3.6680
C 1.0979 0.8643 -4.8072
C 2.1092 1.1406 -5.7111
C 2.9795 2.1997 -5.4796
C 2.8277 2.9790 -4.3434
C 1.8063 2.7078 -3.4412
C -1.8800 1.5819 -3.5737
C -2.0191 2.8462 -4.1406
C -3.1119 3.1370 -4.9386
C -4.0829 2.1691 -5.1687
C -3.9506 0.9125 -4.5999
C -2.8486 0.6168 -3.8073
H 0.4347 0.0228 -4.9724
H 2.2250 0.5266 -6.5959
H 3.7745 2.4130 -6.1839
H 3.5021 3.8056 -4.1549
H 1.6702 3.3145 -2.5538
H -1.2743 3.6085 -3.9427
H -3.2113 4.1225 -5.3768
H -4.9420 2.3997 -5.7869
H -4.7063 0.1553 -4.7706
H -2.7281 -0.3637 -3.3627
*
```

Summary:
Lowest unoccupied orbital energy: 2.028 eV
HOMO energy: -5.1682 eV

***

Stability check: which of them is most stable? run ii.

***

Run i
A single C2H5N3OS2 molecule, computed with ωB97M-V with the def2-TZVPD basis set.

```
! RIJCOSX wB97M-V def2-TZVPD def2/J DEFGRID3
* xyz 0 1
N 0.0317 0.2946 1.9281
C 0.5552 1.1624 1.0603
O 1.7046 1.7800 1.2138
N -0.3892 1.3190 0.0317
S -1.5014 0.0453 -0.4533
C -0.7286 -1.3090 -1.3471
N 0.5830 -1.0959 -1.3931
S -1.6748 -2.2720 -2.3199
H 0.4755 0.1935 2.8031
H -0.9207 0.0937 1.7937
H -0.0213 1.9314 -0.8770
H 0.6843 -0.3290 -0.5877
H 1.2016 -1.8140 -1.8527
*
```

Summary:
Lowest unoccupied orbital energy: 0.094 eV
HOMO energy: -8.9855 eV
SMILES: NC(=O)NSC(N)=S

***

Run ii
A single C2H5N3OS2 molecule, computed with ωB97M-V with the def2-TZVPD basis set.

```
! RIJCOSX wB97M-V def2-TZVPD def2/J DEFGRID3
* xyz 0 1
N 2.2907 -0.9310 0.3938
N 1.8041 0.3412 0.0343
C 0.5412 0.8096 -0.1205
O 0.3433 1.9822 -0.3291
C -0.6617 -0.1409 -0.0569
S -0.6667 -1.7858 -0.2846
N -1.7474 0.5927 0.1029
S -3.3577 0.0345 0.2066
H 1.8394 -1.2189 1.2289
H 1.9979 -1.5964 -0.3264
H 2.5398 1.0630 -0.0285
H -1.6117 1.6109 0.0359
H -3.3113 -0.7610 -0.8566
*
```

Summary:
Lowest unoccupied orbital energy: -0.309 eV
HOMO energy: -8.7822 eV
SMILES: NNC(=O)C(=S)NS

***

Stability check: which of them is most stable? run ii.

***

Run i
A molecular structure, C18H54O9, computed with ωB97M-V with the def2-TZVPD basis set.

```
! RIJCOSX wB97M-V def2-TZVPD def2/J DEFGRID3
* xyz 0 1
O -2.0923 2.1871 -1.8629
H -2.7506 2.7696 -2.2418
H -2.4783 1.3137 -1.9287
O -3.5074 1.5454 0.8484
H -3.6701 1.8921 -0.0288
H -2.5800 1.3083 0.8446
O -1.7420 0.7543 4.5834
H -2.2000 1.2433 3.8998
H -0.9913 1.3034 4.8092
C 0.5703 0.7088 0.9081
C -0.8189 0.1543 0.7486
C -1.3919 -0.2668 2.0568
O -1.5128 1.3726 0.3117
H 1.0128 1.0290 -0.0352
H 1.0573 -0.1365 1.3942
H 0.6884 1.4872 1.6620
H -0.8538 -0.6103 -0.0274
H -1.2834 0.6032 2.7044
H -0.9490 -1.2063 2.3876
H -2.4602 -0.3165 1.8466
H -1.1705 1.5655 -0.5642
C 3.9331 1.3021 0.8739
C 3.4738 0.1564 1.7262
C 3.5092 -1.1133 0.8293
O 4.4648 -0.0956 2.6594
H 4.1339 2.1074 1.5805
H 3.1989 1.5909 0.1218
H 4.9740 1.2095 0.5641
H 2.5568 0.2992 2.2980
H 4.4746 -1.5303 0.5426
H 2.9855 -0.8437 -0.0879
H 3.0157 -2.0082 1.2084
H 4.1175 -0.6661 3.3490
C -0.6749 -2.9935 -0.4024
C 0.8297 -2.9402 -0.5888
C 1.3724 -4.2863 -0.0936
O 1.0692 -2.7410 -2.0208
H -1.1030 -3.7324 -1.0797
H -1.0924 -1.9897 -0.4804
H -0.9783 -3.2786 0.6050
H 1.2678 -2.1048 -0.0426
H 2.4535 -4.3923 -0.0037
H 1.0304 -5.1462 -0.6695
H 0.9923 -4.4442 0.9157
H 0.7628 -3.5415 -2.4530
C -1.8879 3.5909 0.6555
C -0.7512 4.4816 0.2922
C 0.5982 3.8565 -0.2278
O -1.2548 5.4122 -0.5672
H -1.5065 2.9287 1.4327
H -2.2672 3.1277 -0.2554
H -2.7291 4.1336 1.0867
H -0.4597 4.9385 1.2379
H 0.5101 3.2910 -1.1554
H 1.0220 3.1216 0.4567
H 1.3382 4.6186 -0.4720
H -0.4856 5.9749 -0.6825
C 2.9253 -1.2729 -1.7375
C 1.9477 -0.0665 -1.7203
C 2.4209 1.1767 -2.4518
O 0.7576 -0.4410 -2.4988
H 2.6475 -2.0806 -1.0604
H 3.8620 -0.8449 -1.3805
H 3.0138 -1.6175 -2.7678
H 1.7838 0.2626 -0.6942
H 2.3609 1.0490 -3.5327
H 3.4714 1.4589 -2.3819
H 1.7725 1.9994 -2.1505
H 0.4512 -1.2276 -2.0416
C -2.7639 -2.6976 -1.9054
C -3.3238 -2.4313 -0.5315
C -3.8461 -0.9800 -0.2261
O -4.3963 -3.3020 -0.1807
H -3.6100 -2.7142 -2.5924
H -2.1749 -3.6119 -1.9781
H -2.1064 -1.8698 -2.1710
H -2.4556 -2.6184 0.1004
H -3.1027 -0.1889 -0.1274
H -4.3842 -1.0166 0.7211
H -4.6079 -0.6656 -0.9395
H -4.4126 -3.2943 0.7791
*
```

Summary:
Lowest unoccupied orbital energy: 0.258 eV
HOMO energy: -9.3373 eV

***

Run ii
9 unconnected molecules or ions with the total composition C18H54O9, computed with ωB97M-V with the def2-TZVPD basis set.

```
! RIJCOSX wB97M-V def2-TZVPD def2/J DEFGRID3
* xyz 0 1
C 4.6386 0.1836 -2.7357
C 4.0979 -0.8516 -1.6181
O 5.2232 -1.7659 -1.2959
H 4.9147 -0.3282 -3.5583
H 5.6818 0.6417 -2.2033
H 3.9721 0.9154 -2.8488
H 3.1232 -1.3972 -1.7410
H 3.9729 -0.4111 -0.6444
H 5.0453 -2.5446 -0.6585
C -2.0248 -1.3768 4.0465
C -3.4786 -1.8303 3.8976
O -4.2823 -0.7479 3.5639
H -1.5609 -2.3526 4.2977
H -1.8530 -0.5425 4.6091
H -1.5337 -1.2003 3.0697
H -3.7204 -2.3886 4.7657
H -3.5284 -2.1950 2.9604
H -5.1165 -1.0394 3.3044
C 0.9681 -4.0150 2.3748
C 1.5314 -5.0147 3.3617
O 2.9098 -5.2608 3.0899
H 1.4370 -3.1839 2.6548
H -0.1235 -3.8462 2.2721
H 1.0862 -4.2031 1.2429
H 0.8806 -6.0349 3.5373
H 1.4689 -4.6124 4.4640
H 3.2435 -6.2786 3.4484
C 0.1779 -0.5051 0.3192
C 0.7262 0.8479 -0.0731
O -0.0675 1.3513 -1.1412
H -0.2526 -1.1112 -0.5108
H -0.5060 -0.4527 1.1640
H 0.9231 -1.2779 0.7934
H 1.7952 0.6499 -0.3448
H 0.7962 1.4909 0.6160
H 0.6018 2.1426 -1.4426
C 0.0791 -0.2073 -4.4664
C 0.0893 -1.7215 -4.7080
O -0.3314 -2.5249 -3.6549
H 0.4531 0.4645 -5.3352
H 0.7569 0.0360 -3.5983
H -0.9008 0.1843 -4.0616
H 1.2471 -2.0069 -4.6284
H -0.2773 -2.0583 -5.7190
H -0.2210 -3.4718 -3.5522
C -3.6168 2.9763 1.1751
C -2.8264 1.6558 1.3405
O -2.6613 1.3032 2.6920
H -3.2020 3.6865 1.8875
H -4.6994 3.0665 1.4362
H -3.6327 3.4916 0.1702
H -1.9395 2.0462 0.9212
H -3.2758 0.9241 0.7188
H -3.4054 0.7881 3.0079
C -4.9033 -1.8652 -1.5917
C -3.3400 -1.5910 -1.6827
O -3.0196 -1.5181 -3.0877
H -4.9662 -2.9447 -1.8516
H -5.3677 -1.1956 -2.3073
H -5.1583 -1.7596 -0.5488
H -2.9208 -2.5507 -1.2307
H -3.1398 -0.7180 -1.1660
H -2.0439 -1.6625 -3.2137
C 0.3696 3.8862 -4.2603
C 0.7963 4.6473 -3.0802
O 0.8258 3.8801 -1.8639
H 0.9160 2.9009 -4.4714
H 0.5525 4.5245 -5.1682
H -0.5827 3.6801 -4.1755
H 0.2549 5.5467 -2.7821
H 1.8527 5.1252 -2.9547
H 0.9643 4.5578 -1.1195
C 3.3232 2.4617 4.0876
C 2.5445 3.2130 3.0865
O 3.1426 3.3126 1.9351
H 3.6603 1.4507 3.7657
H 2.8248 2.3315 5.0829
H 4.2482 3.0184 4.2692
H 2.2883 4.2899 3.4630
H 1.4759 2.9778 2.6906
H 2.5996 3.9141 1.5128
*
```

Summary:
Lowest unoccupied orbital energy: 0.160 eV
HOMO energy: -9.4401 eV
SMILES: CCO.CCO.CCO.CCO.CCO.CCO.CCO.CCO.CCO

***

Stability check: which of them is most stable? run i.

***

Run i
A gas-phase ion, C5H12N3 (charge +1), computed with ωB97M-V with the def2-TZVPD basis set.

```
! RIJCOSX wB97M-V def2-TZVPD def2/J DEFGRID3
* xyz 1 1
C 2.2964 0.9871 -0.2175
C 1.2199 0.2321 0.4304
N 1.0757 -1.0635 0.3394
C -0.2395 -1.6648 0.5483
N -1.0269 -1.4138 -0.6261
C -1.1377 -0.0759 -1.0471
C -1.7895 0.8785 -0.3471
N -2.4056 0.7104 0.8521
H 2.7820 0.4263 -1.0127
H 3.0490 1.2519 0.5325
H 1.9149 1.9296 -0.6080
H 0.5759 0.7384 1.1370
H 1.6932 -1.5666 -0.2974
H -0.1377 -2.7353 0.7213
H -0.6892 -1.1877 1.4231
H -0.8054 -2.0373 -1.3925
H -0.7235 0.1743 -2.0132
H -1.7954 1.8850 -0.7368
H -3.0248 1.4409 1.1632
H -2.6987 -0.2223 1.0960
*
```

Summary:
Lowest unoccupied orbital energy (spin up / spin down): -4.067 / -4.066 eV
HOMO energy (spin up / spin down): -11.9008 / -11.9011 eV
SMILES: C/C=[NH+]/CN/C=C\N

***

Run ii
2 unconnected molecules or ions with the total composition C5H12N3, computed with ωB97M-V with the def2-TZVPD basis set.

```
! RIJCOSX wB97M-V def2-TZVPD def2/J DEFGRID3
* xyz 1 1
C 1.4977 -1.5374 -0.5358
C 1.6168 -0.8282 0.8110
C 0.9830 0.5817 0.8153
C -0.5101 0.5830 0.5164
C -1.1268 0.9269 -0.7600
N -4.1572 -1.0696 1.0496
N -3.1791 -1.0332 0.5708
N -0.9482 1.9059 -1.5697
H 0.4392 -1.7474 -0.7558
H 1.9633 -0.9613 -1.2720
H 1.9651 -2.5026 -0.5012
H 2.6231 -0.8139 1.2674
H 1.1309 -1.6327 1.4828
H 1.1809 0.9633 1.8259
H 1.6630 1.2742 0.2518
H -0.8768 1.5980 1.0089
H -0.9511 -0.3239 1.0171
H -1.8972 0.2788 -1.2614
H -1.1566 1.7693 -2.5538
H -0.2597 2.5691 -1.4073
*
```

Summary:
Lowest unoccupied orbital energy: -4.912 eV
HOMO energy: -14.7298 eV

***

Stability check: which of them is most stable? run i.